<w>
Formula: C4H9BrOS
Source: OMol25
Level of theory: wB97M-V/def2-TZVPD

Properties
Frontier orbital gap ... 9.0909 eV
HOMO ... -8.5 eV
Structure (SMILES) ... C=CBr.CCSO
LUMO energy ... 0.56 eV

Each line ends with the Löwdin charge.
CARTESIAN COORDINATES (ANGSTROEM)
C1 4.592 -1.181 0.325  -0.0919
C2 3.324 -0.834 0.249  -0.6345
Br1 2.744 0.895 -0.330  0.6125
H1 4.910 -2.124 0.669  0.0455
H2 5.390 -0.594 -0.041  0.0415
H3 2.531 -1.425 0.642  0.0289
C3 -3.287 1.275 -0.198  -0.1114
C4 -1.942 0.896 0.571  -0.4730
S1 -1.523 -0.905 0.379  0.8148
O1 -1.882 -1.170 -1.172  -0.5362
H4 -3.422 2.360 -0.374  0.0799
H5 -3.108 0.722 -1.109  0.0325
H6 -3.932 0.734 0.475  0.0584
H7 -2.034 1.001 1.607  0.0388
H8 -1.134 1.407 0.218  0.0102
H9 -1.226 -1.058 -1.912  0.0841

---

<x>
Formula: C4H9BrOS
Source: OMol25
Level of theory: wB97M-V/def2-TZVPD

Properties
Frontier orbital gap (spin up / spin down) ... 8.2665 / 7.5216 eV
HOMO (spin up / spin down) ... -8.2 / -7.5 eV
LUMO energy (spin up / spin down) ... 0.07 / -0.03 eV

Each line ends with the Löwdin charge.
CARTESIAN COORDINATES (ANGSTROEM)
C1 -1.797 -1.891 -0.233  -0.2820
C2 1.427 1.543 0.160  -0.3518
C3 1.622 0.041 -0.055  -0.5115
C4 -1.878 -0.489 -0.648  -0.5816
O1 1.045 2.309 -0.983  -0.0429
S1 1.161 -1.061 1.160  0.7766
Br1 -2.418 0.728 0.785  0.5856
H1 -2.122 -2.501 -1.083  0.0628
H2 -2.337 -2.076 0.829  0.1043
H3 -0.623 -2.075 -0.023  0.0228
H4 0.566 1.795 0.950  0.1189
H5 2.294 1.814 0.756  0.0994
H6 1.388 -0.286 -1.037  0.0315
H7 -1.031 -0.178 -1.264  0.0262
H8 1.772 2.536 -1.489  0.0442
H9 0.931 -0.209 2.175  -0.1025

---

Which one is the least stable? From the structures above, <x>.